1.
ORCA calculation (the ωB97M-V functional and the def2-TZVPD basis) on 8 unconnected molecules or ions with the total composition C56H126F6N7P in a non-equilibrium geometry.

Last column: Löwdin charge in e.
CARTESIAN COORDINATES (ANGSTROEM)
C1 1.6034 1.4016 7.3001  -0.08
C2 0.5885 0.3100 7.0084  -0.24
C3 0.2484 0.2973 5.5320  -0.10
N1 -0.5953 -0.8845 4.9902  -0.26
C4 -1.8609 -0.9313 5.8568  0.04
C5 -0.8375 -0.7556 3.4948  -0.07
C6 0.3660 -1.5286 2.8625  -0.13
C7 0.9828 -2.4111 3.9941  -0.14
C8 0.1101 -2.2295 5.2111  -0.09
H1 1.9000 1.3781 8.3503  0.10
H2 1.1897 2.3949 7.1386  0.09
H3 2.5565 1.1530 6.8281  0.08
H4 -0.1989 0.5126 7.7394  0.12
H5 0.9113 -0.6771 7.3447  0.11
H6 1.2051 0.1787 5.0184  0.13
H7 -0.2951 1.1599 5.1502  0.14
H8 -2.3948 -1.7756 5.4207  0.10
H9 -2.4483 -0.0572 5.5803  0.11
H10 -1.6369 -1.0723 6.9081  0.11
H11 -1.7476 -1.3095 3.2654  0.13
H12 -0.9708 0.2822 3.2006  0.13
H13 -0.0127 -2.1546 2.0592  0.10
H14 1.0509 -0.7924 2.4466  0.09
H15 1.0009 -3.4753 3.7615  0.11
H16 2.0001 -2.1587 4.2986  0.11
H17 -0.6072 -3.0486 5.2402  0.14
H18 0.6293 -2.1865 6.1642  0.13
C9 1.3157 -7.6879 -5.8060  -0.08
C10 1.1816 -6.4892 -4.8719  -0.23
C11 -0.3126 -6.2238 -4.6399  -0.12
N2 -0.6121 -5.0028 -3.7856  -0.24
C12 0.0100 -3.7059 -4.3510  0.06
C13 -0.0604 -5.2722 -2.3417  -0.09
C14 -0.8999 -4.4607 -1.4390  -0.16
C15 -2.2828 -4.2823 -2.0872  -0.13
C16 -2.0885 -4.7902 -3.5230  -0.10
H19 0.5151 -7.5896 -6.5453  0.08
H20 1.0442 -8.6341 -5.3397  0.09
H21 2.2516 -7.6535 -6.3565  0.09
H22 1.6053 -5.6415 -5.4136  0.11
H23 1.8054 -6.6210 -3.9866  0.11
H24 -0.9021 -7.0238 -4.1939  0.14
H25 -0.7847 -5.9541 -5.5861  0.14
H26 -0.4533 -2.8506 -3.8681  0.08
H27 -0.3773 -3.7033 -5.3701  0.11
H28 1.0908 -3.7621 -4.2862  0.10
H29 0.9950 -4.9997 -2.3033  0.13
H30 -0.0326 -6.3598 -2.2872  0.14
H31 -0.5104 -3.4814 -1.1501  0.08
H32 -1.0632 -5.0761 -0.5515  0.13
H33 -2.6931 -3.2716 -2.0959  0.11
H34 -3.0724 -4.7888 -1.5316  0.12
H35 -2.5486 -4.0972 -4.2279  0.13
H36 -2.6442 -5.7066 -3.7249  0.14
C17 0.4673 3.4696 -1.2722  -0.10
C18 0.8591 4.9460 -1.2088  -0.23
C19 0.4558 5.6793 0.0989  -0.08
N3 0.5187 7.2445 0.0688  -0.27
C20 1.9159 7.5803 -0.4158  0.03
C21 0.3013 7.9360 1.4300  -0.05
C22 -0.0803 9.3634 0.9646  -0.11
C23 -0.4781 9.3343 -0.5433  -0.12
C24 -0.4564 7.8681 -0.8829  -0.12
H37 0.8682 3.0242 -0.3578  0.06
H38 0.8433 2.9189 -2.1303  0.08
H39 -0.6112 3.3392 -1.1732  0.06
H40 0.6177 5.4817 -2.1293  0.11
H41 1.9519 4.9838 -1.2482  0.10
H42 1.1203 5.3990 0.9141  0.13
H43 -0.5853 5.4713 0.3475  0.13
H44 1.9569 7.1846 -1.4273  0.10
H45 2.6947 7.0940 0.1714  0.12
H46 2.1219 8.6457 -0.3409  0.12
H47 1.2907 7.8806 1.8800  0.13
H48 -0.4122 7.3515 2.0063  0.13
H49 0.6772 10.0854 1.2560  0.13
H50 -1.0093 9.5823 1.4920  0.12
H51 0.2704 9.9156 -1.0804  0.12
H52 -1.4622 9.7739 -0.6787  0.13
H53 -0.2057 7.5897 -1.9037  0.13
H54 -1.4430 7.4947 -0.6003  0.14
C25 -3.4512 1.2773 1.0707  -0.08
C26 -4.9157 1.3971 0.6084  -0.24
C27 -5.8042 1.2015 1.8252  -0.11
N4 -7.3004 0.9811 1.5260  -0.27
C28 -7.7594 1.9442 0.4577  0.03
C29 -7.7087 -0.3953 0.9956  -0.10
C30 -9.2024 -0.5244 1.3390  -0.13
C31 -9.4704 0.5087 2.4507  -0.13
C32 -8.0758 1.0724 2.8245  -0.07
H55 -3.2214 0.2622 1.4009  0.07
H56 -3.2858 1.9440 1.9189  0.08
H57 -2.7043 1.4664 0.3001  0.05
H58 -5.1732 0.6129 -0.1074  0.11
H59 -5.0343 2.3551 0.1013  0.10
H60 -5.7596 2.0274 2.5325  0.14
H61 -5.6114 0.2310 2.2844  0.13
H62 -8.8460 1.9011 0.3974  0.11
H63 -7.3274 1.6334 -0.4872  0.10
H64 -7.5682 2.9577 0.8095  0.12
H65 -7.6139 -0.5387 -0.0816  0.13
H66 -7.1119 -1.1813 1.4555  0.13
H67 -10.0207 -0.5506 0.6241  0.13
H68 -9.1741 -1.5464 1.7283  0.12
H69 -10.1307 1.1962 1.9183  0.11
H70 -10.0577 0.2276 3.3226  0.14
H71 -8.0368 2.0998 3.1765  0.15
H72 -7.6871 0.2924 3.4781  0.15
C33 3.2728 -3.4774 0.9125  -0.09
C34 3.8182 -4.6457 1.7185  -0.19
C35 5.1501 -4.2395 2.4161  -0.09
N5 5.9346 -5.3298 3.1827  -0.24
C36 5.0585 -5.8154 4.3204  0.02
C37 7.3368 -4.8439 3.5696  -0.07
C38 8.1909 -5.1345 2.3633  -0.15
C39 7.5017 -6.2353 1.6169  -0.15
C40 6.2503 -6.5998 2.4064  -0.10
H73 4.0462 -2.8873 0.4153  0.06
H74 2.6994 -2.8392 1.5892  0.06
H75 2.5566 -3.6531 0.1097  0.07
H76 4.0878 -5.4354 1.0160  0.11
H77 3.0084 -4.9588 2.3749  0.11
H78 5.0679 -3.4564 3.1704  0.13
H79 5.8608 -3.8796 1.6713  0.12
H80 4.1197 -6.1913 3.9211  0.10
H81 4.8069 -4.9663 4.9579  0.11
H82 5.5587 -6.5509 4.9456  0.12
H83 7.6444 -5.5314 4.3565  0.15
H84 7.3224 -3.7781 3.7825  0.14
H85 9.2307 -5.3279 2.6188  0.14
H86 8.1640 -4.2638 1.7051  0.11
H87 8.1264 -7.0606 1.2800  0.14
H88 7.1085 -5.8380 0.6768  0.11
H89 6.4933 -7.4802 2.9997  0.15
H90 5.4879 -6.8580 1.6750  0.13
C41 -0.7597 3.0466 -5.2552  -0.08
C42 -1.9301 2.7769 -4.3278  -0.25
C43 -3.2723 2.7325 -5.0623  -0.09
N6 -4.4412 2.7175 -4.0470  -0.23
C44 -4.1792 1.5912 -3.0297  0.01
C45 -4.7127 4.0305 -3.2923  -0.06
C46 -5.9531 4.6998 -3.9680  -0.14
C47 -6.1141 3.9194 -5.2210  -0.15
C48 -5.7786 2.4805 -4.7728  -0.07
H91 0.2065 2.7732 -4.8218  0.07
H92 -0.5953 4.1033 -5.4692  0.09
H93 -0.7453 2.4316 -6.1554  0.09
H94 -2.0202 3.4878 -3.5055  0.10
H95 -1.7579 1.7848 -3.9049  0.10
H96 -3.3340 1.8669 -5.7162  0.15
H97 -3.3511 3.7106 -5.5354  0.14
H98 -5.1046 1.3411 -2.5120  0.08
H99 -3.4954 1.8429 -2.2207  0.09
H100 -3.8028 0.7460 -3.6006  0.11
H101 -5.0353 3.7660 -2.2877  0.11
H102 -3.8305 4.6642 -3.3296  0.13
H103 -6.8242 4.6638 -3.3133  0.12
H104 -5.8298 5.7673 -4.1531  0.13
H105 -7.0642 3.9510 -5.7530  0.14
H106 -5.3679 4.1883 -5.9699  0.12
H107 -6.4292 2.0188 -4.0337  0.13
H108 -5.6765 1.8801 -5.6753  0.14
C49 5.6335 -2.1017 -2.8445  -0.06
C50 5.9701 -0.9732 -1.8314  -0.20
C51 4.7116 -0.1927 -1.3216  -0.11
N7 4.9641 1.0621 -0.4601  -0.24
C52 5.8423 1.9823 -1.3007  0.05
C53 5.6604 0.6522 0.8194  -0.07
C54 4.5353 0.7460 1.9513  -0.11
C55 3.5590 1.8260 1.4282  -0.14
C56 3.6059 1.6843 -0.0725  -0.10
H109 6.4499 -2.1446 -3.5633  0.09
H110 4.7988 -1.7676 -3.4651  0.07
H111 5.4032 -3.0529 -2.3736  0.07
H112 6.7455 -0.2951 -2.1808  0.10
H113 6.3917 -1.4284 -0.9322  0.09
H114 4.2192 -0.8879 -0.6429  0.11
H115 4.1110 0.1199 -2.1737  0.13
H116 5.9412 2.9382 -0.7895  0.12
H117 5.3563 2.1293 -2.2624  0.12
H118 6.7943 1.4663 -1.3662  0.10
H119 6.5059 1.3097 1.0079  0.14
H120 5.9856 -0.3844 0.8572  0.11
H121 5.1185 0.9655 2.8445  0.12
H122 4.0750 -0.2363 2.0610  0.09
H123 4.0235 2.7698 1.7158  0.12
H124 2.5369 1.7074 1.7805  0.10
H125 3.5088 2.6340 -0.5974  0.12
H126 2.8068 1.0401 -0.4350  0.09
P1 0.1012 -0.4478 -0.8888  0.22
F1 1.2085 0.1680 -1.8362  -0.14
F2 -0.4793 -1.3146 -2.1478  -0.17
F3 1.1445 -1.7088 -0.5308  -0.19
F4 -0.9938 -1.1745 0.0709  -0.16
F5 0.6695 0.4797 0.3239  -0.17
F6 -0.9583 0.7437 -1.2906  -0.18

Cartesian forces, eV/Å:
0.9 -0.7 0.6
-0.7 0.0 1.1
0.1 -1.0 -0.8
-0.4 -0.2 2.3
-0.1 -0.3 -2.4
0.6 -1.4 0.6
-0.2 0.3 0.5
0.4 0.2 0.1
-0.3 0.5 -0.5
-0.4 -0.1 0.1
0.3 0.0 -0.5
-0.1 0.7 -0.6
-0.7 0.0 -0.7
0.6 0.1 -0.2
0.0 0.4 -0.3
0.2 0.3 0.3
-0.2 -0.1 0.6
0.1 0.2 0.7
0.0 0.2 -0.1
-0.1 0.1 0.2
0.2 0.0 0.1
0.1 0.2 -0.1
0.2 -0.3 -0.1
0.0 0.1 -0.3
0.1 0.3 -0.6
-0.4 0.4 0.2
0.0 -0.1 -0.1
-1.2 0.2 -0.4
-0.2 0.0 -0.3
-0.1 1.1 -0.2
0.9 0.7 1.8
-1.5 -1.3 -0.3
1.0 0.1 -2.2
-1.4 0.1 1.7
-0.2 0.0 -0.4
-1.1 -0.2 -0.5
0.2 0.1 -0.3
0.7 -0.1 0.2
0.1 -0.5 0.3
-0.1 0.1 0.1
-0.4 0.0 0.3
0.3 -0.2 0.0
0.1 -0.4 -0.2
0.4 -0.1 0.5
0.5 0.2 -0.2
-0.1 0.1 0.0
-0.1 0.2 -0.3
-0.7 0.0 0.6
0.4 -0.4 -0.2
0.2 0.4 0.3
0.7 0.3 0.0
0.2 -0.6 -0.3
0.6 0.1 -0.3
0.4 -0.3 0.2
-0.4 0.5 1.4
1.2 0.6 -0.3
-0.7 1.0 -0.5
1.5 -1.4 -0.4
-0.1 -0.1 0.0
0.9 -0.1 -1.8
-1.5 -0.5 1.0
1.3 0.5 0.7
-0.7 -0.3 0.4
0.1 -0.4 -0.1
0.0 0.2 -0.1
-0.1 -0.1 -0.3
-0.7 0.1 0.2
0.1 -0.1 0.1
-0.1 -0.1 0.1
0.0 -0.1 0.2
0.3 0.5 -0.1
-0.4 -0.2 0.2
-0.3 0.0 -0.3
-0.2 0.1 0.5
-0.2 0.3 -0.1
-0.1 0.1 -0.2
0.3 0.5 0.3
-0.3 0.0 -0.4
0.1 0.0 -0.2
-0.1 0.1 0.0
0.1 -0.5 -0.2
-0.1 -0.4 0.1
0.5 -0.4 0.1
-1.4 -0.9 -0.5
0.4 0.1 -1.3
-0.9 0.2 1.3
-0.5 0.2 -0.8
0.6 -1.9 2.1
-0.4 0.9 -0.9
-1.5 -0.7 -1.1
-0.2 -0.1 0.1
0.1 0.1 -0.1
-0.2 0.3 -0.1
0.2 0.0 -0.1
-0.3 0.1 0.2
0.1 -0.1 0.1
0.8 0.3 0.4
0.1 -0.3 -0.2
0.2 0.4 0.1
0.5 0.0 -0.4
0.6 0.6 0.0
0.0 0.3 0.4
0.7 0.4 -0.7
-0.7 0.0 0.3
0.3 0.8 0.6
0.3 -0.5 0.0
0.0 -0.2 0.3
0.7 0.6 0.3
-0.3 1.0 0.1
0.9 0.0 -0.5
0.5 -0.6 0.2
-1.2 -1.6 0.3
0.1 1.2 0.5
-0.4 -0.6 -0.1
0.4 1.1 -0.6
-0.8 -0.3 -1.6
1.1 -0.2 -1.6
0.2 0.0 0.2
0.3 0.4 0.0
0.0 -0.8 0.1
-0.3 -0.3 0.2
0.4 -0.4 0.2
-0.4 0.1 -0.1
-0.1 0.0 -0.2
0.3 -0.3 -0.1
0.1 0.1 0.0
0.1 -0.1 -0.3
-0.1 0.6 0.5
-0.1 -0.2 0.7
-0.1 0.0 0.1
0.5 0.1 0.2
-0.1 -0.2 0.6
0.3 0.1 -0.1
-0.6 0.5 0.8
-0.4 0.0 0.6
1.1 0.3 0.1
-0.2 -1.1 -0.1
0.3 1.6 1.4
-0.1 -1.4 0.8
-0.4 0.3 -0.5
-0.8 0.3 -0.6
0.4 0.9 0.5
-0.4 -1.5 -0.6
0.6 1.0 -0.8
-0.2 -0.2 0.6
-0.5 0.0 -0.5
-0.5 0.3 -0.2
0.3 0.1 0.0
0.0 0.1 0.3
-0.4 0.2 -0.1
-0.3 -0.4 -0.7
-0.2 0.0 -0.4
0.4 0.4 -0.5
-0.1 -0.1 0.2
0.7 -0.1 0.1
0.0 -0.2 0.2
0.0 -0.4 0.0
0.4 -0.1 0.0
-0.2 0.2 0.4
0.0 0.1 0.0
-0.3 0.2 -0.2
0.3 -0.5 0.4
-0.1 1.6 -0.2
-0.3 0.2 1.1
0.8 -0.6 -0.1
0.4 -0.8 -0.9
-0.6 -0.2 0.9
-1.6 0.1 1.5
1.2 0.0 -1.3
1.4 -0.3 0.5
0.2 -0.1 -0.7
0.2 -0.6 0.3
-0.2 -0.2 0.1
0.1 0.0 -0.1
-0.1 -0.1 -0.5
0.3 -0.1 -0.1
-0.7 0.2 -0.3
-0.3 0.0 0.2
0.1 -0.1 0.0
0.2 -0.1 0.0
0.1 0.4 -0.3
-0.1 0.1 0.0
0.3 0.1 -0.8
-0.6 0.2 0.3
-0.1 0.0 0.0
-0.5 0.2 0.1
0.1 0.2 0.2
0.1 0.0 0.0
0.3 -0.2 0.0
-0.6 -1.3 -0.6
0.6 0.5 -0.5
0.1 0.1 0.3
-0.5 1.1 0.1
0.2 0.7 0.1
-0.3 -0.6 0.2
0.3 -0.4 0.5

Energy (Ha): -3531.1295
Charge: +6
HOMO-LUMO gap (eV): 10.7

2.
ORCA calculation (the ωB97M-V functional and the def2-TZVPD basis) on a molecular structure, C12H19NNdSi in a non-equilibrium geometry.

Last column: Löwdin spin population.
CARTESIAN COORDINATES (ANGSTROEM)
C1 -0.8689 1.0616 -2.0180  0.00
C2 0.5553 0.8554 -2.2880  0.01
C3 1.3194 1.6687 -1.3376  0.01
C4 0.3621 2.3785 -0.4885  0.01
C5 -0.9853 2.0003 -0.9100  0.00
Nd1 0.2027 -0.0100 -0.1154  3.04
N1 -1.5579 -0.7185 0.7354  -0.17
C6 -0.0053 -2.5357 -0.1401  0.04
C7 0.9956 -2.0237 -0.9368  0.05
H1 2.3841 1.6851 -1.2417  0.00
H2 0.9691 0.1959 -3.0168  0.00
H3 0.6083 3.0031 0.3480  0.00
H4 -1.9013 2.3109 -0.4405  0.00
H5 -1.6810 0.5603 -2.5098  0.00
H6 0.8721 -1.9416 -2.0132  0.00
H7 -0.9417 -2.8903 -0.5622  0.00
H8 -2.4586 -1.1234 0.9312  -0.01
H9 1.9824 -1.7659 -0.5018  0.00
H10 0.1587 -2.7149 0.9333  0.00
C8 1.5255 -0.8811 5.7946  0.00
Si1 0.0011 0.0007 5.1595  0.00
C9 -1.5253 -0.8806 5.7934  0.00
C10 -0.0001 1.7616 5.7944  0.00
C11 0.0037 0.0011 3.4005  0.01
C12 -0.0143 0.0024 2.1417  -0.01
H11 1.5267 -0.8817 6.8950  0.00
H12 2.4235 -0.3647 5.4300  0.00
H13 1.5271 -1.9169 5.4300  0.00
H14 -1.5270 -0.8817 6.8947  0.00
H15 -2.4238 -0.3644 5.4295  0.00
H16 -1.5274 -1.9169 5.4294  0.00
H17 0.8962 2.2811 5.4298  0.00
H18 -0.8962 2.2811 5.4298  0.00
H19 -0.0001 1.7633 6.8948  0.00

Cartesian forces, eV/Å:
1.8 2.2 0.1
-0.7 3.4 -0.2
-2.3 1.7 -1.9
-0.5 0.0 -2.7
1.9 0.4 -1.8
-2.4 -3.4 5.8
0.2 -0.7 -2.4
0.0 -1.0 0.2
0.7 -2.4 -0.1
0.4 0.0 0.0
0.2 -0.3 -0.3
0.0 0.1 0.2
0.0 -0.1 0.1
-0.1 -0.1 0.0
0.2 -0.1 0.1
0.3 -0.1 0.1
-0.5 -0.2 0.4
-0.4 -0.4 -0.4
-0.1 0.0 -0.7
0.1 0.0 0.4
-0.2 -0.1 -0.4
0.0 0.0 0.5
0.0 0.1 0.3
-0.1 0.0 -2.0
1.8 0.9 4.7
0.2 -0.1 -0.2
-0.2 -0.2 0.1
0.1 0.2 0.1
-0.2 -0.1 -0.2
0.2 -0.2 0.1
-0.1 0.2 0.1
-0.2 0.0 0.1
0.2 0.0 0.1
0.0 0.2 -0.2

Energy (Ha): -1374.0759
Charge: -1
HOMO-LUMO gap (spin up / spin down) (eV): 4.9 / 5.1
Multiplicity: 4

3.
ORCA calculation (the ωB97M-V functional and the def2-TZVPD basis) on 2 unconnected molecules or ions with the total composition C5H4INO in a non-equilibrium geometry.

Last column: natural (NBO) charge in e.
CARTESIAN COORDINATES (ANGSTROEM)
C1 2.0712 -0.1874 0.0060  -0.38
C2 1.3485 0.6425 0.6378  0.69
C3 -1.5476 -0.2161 0.1878  0.31
C4 2.6051 -0.9493 -0.8722  -0.18
C5 -2.5257 0.8761 0.1931  -0.72
N1 -0.7512 -1.0186 0.0965  -0.38
O1 0.6685 1.3291 1.3353  -0.49
I1 4.0163 -2.4406 -0.3358  0.14
H1 2.2525 -0.9716 -1.8844  0.22
H2 -1.9860 1.7071 0.5727  0.27
H3 -2.8341 0.7566 -0.8635  0.26
H4 -3.3174 0.4722 0.9268  0.26

Cartesian forces, eV/Å:
0.1 0.9 0.7
-1.7 1.3 1.9
-0.7 1.0 0.2
0.4 -1.1 -0.2
-0.8 -3.6 0.6
0.9 -1.5 -0.1
1.5 -0.9 -1.4
-0.2 0.3 -0.3
0.3 -0.2 -0.5
-0.1 1.3 -0.2
-0.5 1.4 0.6
0.8 1.2 -1.3

SMILES: O=C=C=CI.CC#N
Energy (Ha): -620.4995
ΔE to the lowest compared entry with this formula, charge and spin (kcal per mole): 43.03
HOMO-LUMO gap (eV): 8.1